No. 1
{"formula": "C40H64CdN6O3S2SbSi3", "method": "ωB97M-V with the def2-TZVPD basis set", "de_lowest_kcal_mol": 14.7, "homo_lumo_gap_ha": 0.2772, "spin_multiplicity": 1, "charge": 1, "energy_ev": -114007.845, "mol_weight_g_mol": 1059.555, "e_homo_ev": -10.17, "species": ["Cd", "N", "C", "C", "C", "N", "H", "H", "H", "H", "H", "H", "H", "H", "H", "H", "C", "C", "N", "C", "C", "C", "C", "C", "C", "C", "C", "C", "N", "C", "H", "H", "H", "H", "H", "H", "H", "H", "C", "C", "C", "C", "C", "C", "C", "S", "O", "O", "N", "C", "C", "C", "C", "C", "N", "H", "H", "H", "H", "H", "H", "H", "H", "H", "H", "H", "O", "S", "C", "C", "C", "C", "H", "H", "H", "H", "H", "H", "H", "H", "C", "Si", "C", "C", "Sb", "Si", "C", "C", "C", "Si", "C", "C", "C", "H", "H", "H", "H", "H", "H", "H", "H", "H", "H", "H", "H", "H", "H", "H", "H", "H", "H", "H", "H", "H", "H", "H", "H", "H", "H", "H"], "positions_angstrom": [[-0.0266, -0.1239, 0.8530], [0.1192, 1.7812, 2.1358], [1.1156, 2.0959, 3.1738], [2.3192, 2.8367, 2.5949], [3.5316, 1.9494, 2.3755], [3.1511, 0.7875, 1.5693], [-0.0058, 2.5864, 1.5244], [-0.7903, 1.6171, 2.5784], [1.4226, 1.1535, 3.6294], [0.6504, 2.6997, 3.9579], [2.5989, 3.6629, 3.2491], [2.0269, 3.2799, 1.6371], [3.9044, 1.5956, 3.3409], [4.3358, 2.5469, 1.9278], [3.9648, 0.2810, 1.2407], [2.6138, 1.0889, 0.7586], [-0.7342, 0.2490, -3.8148], [-0.5814, 0.5622, -2.4578], [0.2000, -0.1159, -1.6473], [0.9034, -1.1462, -2.1457], [0.8331, -1.5342, -3.4893], [-0.0291, -0.8078, -4.3291], [1.6298, -2.6310, -3.9594], [2.4707, -3.2774, -3.1269], [2.5746, -2.9002, -1.7458], [3.4631, -3.5297, -0.8581], [3.5112, -3.1194, 0.4482], [2.6445, -2.1037, 0.8668], [1.7998, -1.4983, 0.0586], [1.7747, -1.8656, -1.2410], [-1.4086, 0.8305, -4.4276], [-1.1411, 1.3746, -2.0126], [-0.1279, -1.0905, -5.3697], [1.5492, -2.9217, -4.9986], [3.0846, -4.0942, -3.4834], [4.1011, -4.3281, -1.2163], [4.1841, -3.5780, 1.1583], [2.6326, -1.7620, 1.8939], [-4.1872, 6.6065, -0.1726], [-3.9333, 5.1630, 0.1584], [-4.7537, 4.4897, 1.0649], [-4.5237, 3.1664, 1.3917], [-3.4631, 2.4884, 0.8039], [-2.6362, 3.1367, -0.0973], [-2.8740, 4.4681, -0.4130], [-3.1964, 0.8017, 1.2839], [-2.5001, 0.8864, 2.5573], [-4.4733, 0.1395, 1.2844], [-2.1788, 0.1992, 0.1902], [-2.6194, -0.8519, -0.6211], [-3.7720, -0.7628, -1.4135], [-4.0898, -1.8112, -2.2479], [-3.2494, -2.9196, -2.2973], [-2.1336, -2.9173, -1.4870], [-1.8217, -1.9199, -0.6539], [-5.2518, 6.7964, -0.3062], [-3.6708, 6.9013, -1.0849], [-3.8387, 7.2550, 0.6333], [-5.5883, 5.0123, 1.5156], [-5.1742, 2.6530, 2.0875], [-1.8057, 2.6051, -0.5409], [-2.2256, 4.9711, -1.1206], [-4.3942, 0.1179, -1.3563], [-4.9784, -1.7649, -2.8640], [-3.4560, -3.7619, -2.9417], [-1.4523, -3.7623, -1.4940], [1.4528, 2.3242, -0.3963], [2.3957, 2.1946, -1.5616], [3.8302, 3.2579, -1.1697], [3.9629, 4.2858, -2.2864], [2.5323, 4.6696, -2.6539], [1.7994, 3.3471, -2.8425], [4.7091, 2.6382, -1.0050], [3.5431, 3.7316, -0.2282], [4.4690, 3.8508, -3.1513], [4.5560, 5.1390, -1.9584], [2.4835, 5.2819, -3.5534], [2.0773, 5.2365, -1.8392], [2.0119, 2.8965, -3.8133], [0.7194, 3.3920, -2.7014], [-2.7103, -4.0503, 2.0379], [-0.8702, -4.1817, 2.3456], [-0.4750, -5.5692, 3.5429], [0.0602, -4.4991, 0.7510], [-0.1528, -1.9020, 3.2607], [-1.9621, -1.6530, 5.1086], [-2.3168, -3.3320, 5.8695], [-3.6265, -1.0419, 4.5335], [-1.2259, -0.4604, 6.3542], [1.8412, -2.5125, 4.7709], [2.6968, -0.8974, 5.1738], [1.3706, -3.4030, 6.3453], [3.0667, -3.6255, 3.8734], [-3.0649, -4.9459, 1.5201], [-2.9454, -3.1854, 1.4125], [-3.2730, -3.9626, 2.9668], [-0.7364, -6.5271, 3.0855], [-1.0274, -5.4847, 4.4779], [0.5906, -5.6015, 3.7778], [-0.3349, -5.4001, 0.2742], [1.1249, -4.6600, 0.9323], [-0.0554, -3.6561, 0.0667], [-2.9404, -3.9140, 5.1886], [-2.9134, -3.1562, 6.7702], [-1.4611, -3.9304, 6.1487], [-3.9586, -1.4736, 3.5912], [-3.6620, 0.0355, 4.4261], [-4.3318, -1.3467, 5.3145], [-0.3253, -0.8481, 6.8335], [-1.9551, -0.2483, 7.1400], [-0.9750, 0.4868, 5.8723], [2.0389, -0.1991, 5.6932], [3.0360, -0.4246, 4.2510], [3.5676, -1.0765, 5.8100], [0.7186, -2.8302, 7.0009], [2.3078, -3.5757, 6.8844], [0.9161, -4.3753, 6.1593], [3.7687, -3.0506, 3.2690], [2.5912, -4.3754, 3.2406], [3.6542, -4.1541, 4.6285]], "lowdin_charge": [1.29, -0.07, -0.24, -0.19, -0.27, 0.01, 0.07, 0.02, 0.07, 0.12, 0.11, 0.08, 0.10, 0.10, 0.07, -0.01, -0.02, -0.15, 0.04, -0.18, -0.14, 0.01, -0.01, -0.01, -0.14, 0.01, -0.04, -0.19, 0.04, -0.16, 0.12, 0.09, 0.13, 0.12, 0.12, 0.13, 0.10, 0.05, -0.05, -0.27, -0.03, -0.04, -0.28, -0.07, -0.04, 0.56, -0.40, -0.28, -0.23, -0.45, -0.02, -0.05, -0.06, -0.15, 0.08, 0.08, 0.08, 0.09, 0.12, 0.12, 0.07, 0.11, 0.11, 0.11, 0.10, 0.10, -0.60, 0.93, -0.31, -0.23, -0.22, -0.31, 0.09, 0.09, 0.12, 0.12, 0.12, 0.12, 0.09, 0.09, -0.21, 0.29, -0.21, -0.23, 0.84, 0.32, -0.22, -0.21, -0.22, 0.29, -0.23, -0.21, -0.22, 0.04, 0.02, 0.01, 0.04, 0.01, 0.02, 0.04, 0.02, -0.02, 0.02, 0.04, 0.00, 0.02, 0.02, 0.04, 0.01, 0.04, 0.03, 0.03, 0.00, 0.04, 0.02, 0.04, 0.02, 0.01, 0.02, 0.04]}


No. 2
{"formula": "C12H15ClN2O4Pb", "method": "ωB97M-V with the def2-TZVPD basis set", "homo_lumo_gap_ha": [0.3012, 0.2018], "spin_multiplicity": 1, "charge": 2, "energy_ev": -41612.771, "mol_weight_g_mol": 493.915, "e_homo_ev": [-15.39, -14.81], "species": ["Pb", "Cl", "C", "C", "C", "C", "O", "C", "C", "O", "C", "H", "H", "H", "H", "N", "C", "O", "C", "C", "H", "H", "H", "H", "H", "H", "C", "C", "N", "O", "H", "H", "H", "H", "H"], "positions_angstrom": [[-0.9927, -0.0532, -1.1565], [4.7230, 0.2961, 3.9571], [3.7015, 0.3778, 2.6174], [4.2495, 0.4861, 1.3158], [3.4258, 0.5131, 0.2364], [1.9913, 0.4331, 0.3769], [1.2685, 0.4390, -0.6477], [1.4473, 0.3658, 1.7240], [0.0256, 0.3248, 2.0073], [-0.9010, 0.2503, 1.2055], [2.3085, 0.3428, 2.7996], [5.3230, 0.5498, 1.1957], [3.8204, 0.5933, -0.7685], [-0.2391, 0.3764, 3.0725], [1.9027, 0.2957, 3.8042], [-5.1220, 2.1313, -1.1518], [-3.8527, 1.7837, -1.3141], [-3.4563, 0.6207, -1.1744], [-2.8672, 2.8917, -1.7055], [-1.5709, 2.7808, -1.0067], [-5.8019, 1.4186, -0.9324], [-5.4579, 3.0692, -1.2860], [-3.3253, 3.8607, -1.4596], [-2.7489, 2.8656, -2.7900], [-1.5585, 2.7044, 0.0749], [-0.6587, 3.0945, -1.4978], [1.4352, -3.0842, -0.9206], [-0.0353, -3.3734, -0.8252], [-0.4061, -4.6400, -0.7260], [-0.9006, -2.4694, -0.8288], [2.0234, -3.9795, -1.1030], [1.7620, -2.6362, 0.0200], [1.6138, -2.3630, -1.7172], [0.2590, -5.3942, -0.7395], [-1.3854, -4.8723, -0.6562]], "lowdin_charge": [1.70, 0.88, -0.61, -0.03, 0.07, -0.32, -0.14, -0.09, -0.12, -0.09, 0.00, 0.13, 0.14, 0.16, 0.14, 0.23, -0.52, -0.12, -0.17, -0.02, 0.14, 0.13, 0.14, 0.14, 0.07, 0.07, 0.02, -0.54, 0.23, -0.17, 0.10, 0.09, 0.09, 0.13, 0.14]}


No. 3
{"formula": "C6H28O8", "method": "ωB97M-V with the def2-TZVPD basis set", "de_lowest_kcal_mol": 98.1, "homo_lumo_gap_ha": 0.3648, "smiles": "CO.CO.CO.CO.CO.CO.O.O", "spin_multiplicity": 1, "charge": 0, "energy_ev": -23053.312, "mol_weight_g_mol": 228.282, "e_homo_ev": -9.59, "species": ["C", "O", "H", "H", "H", "H", "C", "O", "H", "H", "H", "H", "C", "O", "H", "H", "H", "H", "C", "O", "H", "H", "H", "H", "C", "O", "H", "H", "H", "H", "C", "O", "H", "H", "H", "H", "O", "H", "H", "O", "H", "H"], "positions_angstrom": [[-0.1847, -0.0798, 4.2658], [-0.6447, -0.9642, 3.2648], [-0.4029, 0.9433, 3.9643], [-0.7313, -0.2420, 5.2084], [0.8757, -0.2125, 4.4773], [-0.0788, -1.7449, 3.2605], [-1.9008, -0.6433, -3.5593], [-0.5099, -0.9720, -3.4902], [-2.3112, -0.7084, -2.5538], [-2.0433, 0.3881, -3.8924], [-2.4409, -1.3248, -4.2206], [-0.1528, -0.9049, -4.3803], [-0.0312, -1.0001, 0.0781], [0.1957, 0.3289, 0.5679], [0.0705, -1.7207, 0.8877], [-1.0685, -1.0552, -0.2663], [0.6340, -1.1728, -0.7582], [-0.4528, 0.4905, 1.2611], [-2.9949, 1.9682, 1.3775], [-3.4792, 2.9316, 2.3225], [-3.4728, 1.0240, 1.6229], [-3.2380, 2.2739, 0.3587], [-1.9159, 1.8467, 1.4812], [-3.0514, 3.7697, 2.1282], [1.8483, 3.1732, -0.3704], [1.4338, 2.7473, 0.8953], [1.9407, 4.2601, -0.3926], [2.8462, 2.7888, -0.6405], [1.1576, 2.8487, -1.1585], [1.0546, 1.8632, 0.7766], [3.3199, 0.2785, -2.6274], [4.7145, 0.1892, -2.8947], [3.0570, -0.1612, -1.6575], [3.0151, 1.3151, -2.6949], [2.7387, -0.3464, -3.3227], [5.1311, -0.4187, -2.2811], [0.7173, -3.5637, 3.5205], [1.3451, -3.4328, 2.8014], [0.4078, -4.4682, 3.4138], [-1.6918, -3.4938, -1.8881], [-1.5045, -2.7190, -2.4298], [-2.2011, -4.0793, -2.4551]], "lowdin_charge": [-0.15, -0.14, 0.07, 0.08, 0.08, 0.02, -0.15, -0.13, 0.07, 0.08, 0.08, 0.08, -0.10, -0.15, 0.07, 0.08, 0.07, 0.04, -0.14, -0.12, 0.08, 0.08, 0.06, 0.07, -0.19, -0.13, 0.07, 0.07, 0.08, 0.02, -0.16, -0.12, 0.08, 0.07, 0.07, 0.07, -0.04, 0.05, 0.06, -0.05, -0.02, 0.04]}


No. 4
{"formula": "C3H4BrF", "method": "ωB97M-V with the def2-TZVPD basis set", "de_lowest_kcal_mol": 72.2, "homo_lumo_gap_ha": 0.3663, "spin_multiplicity": 1, "charge": 0, "energy_ev": -75931.980, "mol_weight_g_mol": 138.967, "e_homo_ev": -9.70, "species": ["C", "C", "C", "F", "Br", "H", "H", "H", "H"], "positions_angstrom": [[0.5273, -0.6092, -0.0922], [1.4042, 0.2855, 0.2602], [-1.5673, 0.0590, -0.0671], [-1.5321, 1.4051, -0.2061], [3.3181, -0.1157, -0.0482], [0.6136, -1.6551, -0.4977], [1.3409, 1.2483, 0.5833], [-2.1413, -0.0425, 0.9036], [-1.9634, -0.5754, -0.8357]], "lowdin_charge": [-0.07, -0.59, -0.06, -0.06, 0.55, 0.07, 0.00, 0.10, 0.06]}


No. 5
{"formula": "C30H33N4O2SSe3TeV", "method": "ωB97M-V with the def2-TZVPD basis set", "homo_lumo_gap_ha": [0.1778, 0.1858], "spin_multiplicity": 3, "charge": -2, "energy_ev": -281560.339, "mol_weight_g_mol": 929.111, "e_homo_ev": [-1.18, -1.40], "species": ["V", "Se", "Se", "Te", "Se", "O", "S", "C", "C", "C", "C", "C", "C", "C", "C", "C", "C", "C", "C", "C", "C", "H", "H", "H", "H", "H", "H", "H", "H", "H", "H", "H", "H", "H", "H", "C", "C", "C", "C", "C", "C", "C", "C", "C", "C", "C", "C", "N", "H", "H", "H", "H", "H", "H", "H", "H", "H", "H", "H", "H", "H", "H", "H", "H", "H", "N", "C", "O", "C", "C", "N", "C", "N", "H", "H"], "positions_angstrom": [[0.0274, 2.3209, 1.2788], [0.0365, 3.1061, 3.6443], [2.2727, 3.8861, 3.5074], [2.5818, 3.6016, 0.9871], [4.5763, 2.1554, 0.6941], [-0.1483, 2.0092, -1.1244], [0.2764, 0.8621, -2.0138], [-0.5406, -0.5906, -1.3229], [-0.4684, -1.8269, -2.1748], [-0.0603, -3.0292, -1.6101], [-0.0012, -4.1853, -2.3789], [-0.3549, -4.1526, -3.7179], [-0.7808, -2.9584, -4.2861], [-0.8398, -1.8067, -3.5164], [1.9750, 0.5260, -1.5487], [2.6412, -0.6152, -2.2741], [2.2798, -1.0089, -3.5588], [2.9256, -2.0660, -4.1873], [3.9581, -2.7310, -3.5432], [4.3430, -2.3264, -2.2710], [3.6903, -1.2788, -1.6394], [-1.5723, -0.2521, -1.2151], [-0.1490, -0.7161, -0.3129], [0.2201, -3.0514, -0.5643], [0.3285, -5.1118, -1.9247], [-0.3008, -5.0523, -4.3192], [-1.0640, -2.9238, -5.3316], [-1.1683, -0.8757, -3.9664], [1.9651, 0.3964, -0.4642], [2.5050, 1.4664, -1.7239], [1.4818, -0.4931, -4.0807], [2.6153, -2.3688, -5.1804], [4.4615, -3.5586, -4.0298], [5.1578, -2.8290, -1.7630], [3.9952, -0.9407, -0.6563], [2.0391, -2.0335, 1.4633], [1.5073, -1.4214, 2.7577], [2.2224, -0.1089, 3.0638], [-0.0190, -1.4343, 2.7824], [-0.5811, -2.5746, 3.3549], [-1.9472, -2.7599, 3.4635], [-2.7779, -1.7509, 3.0018], [-2.2803, -0.5937, 2.4133], [-3.3138, 0.4474, 2.0034], [-3.2029, 1.7587, 2.7860], [-3.3860, 0.7064, 0.4993], [-0.8722, -0.4214, 2.2575], [-0.3806, 0.7003, 1.6266], [3.1297, -2.1078, 1.4893], [1.7761, -1.4077, 0.6091], [1.6288, -3.0331, 1.2937], [1.7899, -2.1109, 3.5613], [2.2170, 0.5785, 2.2229], [3.2714, -0.3195, 3.2939], [1.7727, 0.4167, 3.9053], [0.0931, -3.3356, 3.7394], [-2.3545, -3.6553, 3.9188], [-3.8543, -1.8547, 3.1047], [-4.2778, 0.0068, 2.2817], [-2.3361, 2.3416, 2.4819], [-3.1125, 1.5704, 3.8577], [-4.0914, 2.3737, 2.6151], [-2.4925, 1.2238, 0.1560], [-4.2536, 1.3289, 0.2625], [-3.4814, -0.2372, -0.0470], [-2.2404, 3.8362, -0.9143], [-1.5093, 4.6680, -0.1087], [-0.5588, 4.1813, 0.5559], [-1.8725, 6.0396, -0.0563], [-1.2004, 6.9763, 0.7714], [-0.6506, 7.7716, 1.4029], [-2.9151, 6.5040, -0.8936], [-3.7893, 6.8549, -1.5685], [-1.7202, 3.0256, -1.2230], [-2.8416, 4.2687, -1.5971]], "lowdin_charge": [0.24, 0.01, -0.18, 0.28, -0.41, -0.59, 1.00, -0.26, -0.26, -0.02, -0.08, -0.11, -0.10, -0.07, -0.30, -0.24, -0.07, -0.09, -0.11, -0.08, -0.04, 0.08, 0.07, 0.10, 0.10, 0.09, 0.10, 0.11, 0.06, 0.08, 0.09, 0.10, 0.09, 0.10, 0.09, -0.07, -0.37, -0.09, -0.13, -0.08, -0.12, -0.08, -0.14, -0.37, -0.08, -0.08, -0.26, -0.16, 0.08, 0.05, 0.07, 0.11, 0.00, 0.08, 0.06, 0.10, 0.08, 0.10, 0.11, -0.01, 0.08, 0.08, 0.03, 0.08, 0.07, 0.17, -0.49, -0.21, -0.21, -0.24, 0.11, -0.28, 0.08, 0.05, 0.08]}


No. 6
{"formula": "C5H8O2", "method": "ωB97M-V with the def2-TZVPD basis set", "de_lowest_kcal_mol": 23.7, "homo_lumo_gap_ha": 0.3723, "smiles": "C[C@@]1(O)CCC1=O", "spin_multiplicity": 1, "charge": 0, "energy_ev": -9408.806, "mol_weight_g_mol": 100.117, "e_homo_ev": -9.25, "species": ["C", "C", "O", "C", "C", "C", "O", "H", "H", "H", "H", "H", "H", "H", "H"], "positions_angstrom": [[0.9057, -1.2153, 0.8311], [-0.2166, -0.3414, 0.3028], [-1.4831, -0.7583, 0.7740], [-0.1309, 1.2031, 0.4249], [-0.2142, 1.3719, -1.1164], [-0.1607, -0.1474, -1.2326], [-0.0165, -0.9185, -2.1425], [0.9595, -1.1779, 1.9233], [0.7241, -2.2526, 0.5213], [1.8739, -0.9223, 0.4122], [-1.5551, -1.7109, 0.6276], [-0.9854, 1.6065, 0.9719], [0.7965, 1.5736, 0.8691], [-1.1592, 1.7881, -1.4789], [0.6111, 1.8896, -1.6139]], "lowdin_charge": [-0.01, -0.51, 0.02, -0.08, -0.06, -0.33, 0.12, 0.09, 0.09, 0.09, 0.10, 0.12, 0.11, 0.12, 0.12]}